# 1
Entry from OMol25: a gas-phase ion, C7H14BO5 (charge -1) (ωB97M-V with the def2-TZVPD basis set).

As for the lowest unoccupied orbital energy: 0.110 Ha. The value obtained for the HOMO-LUMO gap is 7.91 eV. Its net charge is -1. As for the relative energy (zero: lowest compared OMol25 entry of this formula, charge and spin): 78.0 kcal/mol.

Geometry as XYZ:
```
27
C7H14BO5 ωB97M-V with the def2-TZVPD basis set
C -0.59057 1.98242 1.28867
B -0.41144 0.43110 0.77337
C -1.59044 0.06834 -0.33332
C -1.71875 1.03702 -1.45910
O -2.73644 1.32851 -2.04841
C 1.15336 0.20122 0.22043
C 1.29545 -0.42984 -1.16545
C 2.71782 -0.72609 -1.59044
O 3.62989 -1.03910 -0.88825
O 2.95082 -0.57567 -2.95278
C -0.62541 -0.51815 2.09300
O -0.25541 -1.92097 1.93891
O -1.45087 -2.64431 1.58189
H -0.33929 2.71880 0.51303
H -1.60391 2.20439 1.65095
H 0.09746 2.17508 2.12459
H -1.48730 -0.94242 -0.75708
H -2.57180 0.07680 0.16126
H -0.78801 1.56983 -1.75675
H 1.70921 -0.42797 0.92366
H 1.67430 1.16864 0.19206
H 0.76123 -1.39009 -1.20426
H 0.86817 0.21810 -1.93443
H 2.19920 -0.94132 -3.43382
H -1.66811 -0.50815 2.43732
H -0.00092 -0.17311 2.92979
H -1.21827 -2.94307 0.69520
```

# 2
Entry from OMol25: a gas-phase ion, C6H12INO5PS2 (charge -1) (ωB97M-V with the def2-TZVPD basis set).

As for the lowest unoccupied orbital energy: 0.085 Ha. As for the SMILES: CCP(CC)S(=O)(=O)N=[S@](=O)([O-])CC(=O)I. The value obtained for the HOMO-LUMO gap is 7.51 eV. Its net charge is -1.

Geometry as XYZ:
```
28
C6H12INO5PS2 ωB97M-V with the def2-TZVPD basis set
C -2.48967 0.74153 -1.74275
C -2.49201 -0.90295 -1.45554
P -1.02465 -1.23673 -0.28110
C -1.04722 -2.99606 0.46206
C -0.18177 -2.89922 1.89026
S 0.87098 -0.71609 -1.13830
O 0.98828 -1.01663 -2.67288
O 2.09293 -1.47326 -0.48617
N 1.10200 1.00484 -0.94437
S 1.09605 1.49278 0.73258
O 1.09024 0.32278 1.75251
O -0.09671 2.42113 1.11985
C 2.68373 2.48553 1.10107
C 2.37774 4.02922 0.62473
O 2.15627 5.05491 1.45061
I 2.37958 4.40678 -1.55322
H -1.40455 1.03616 -2.14279
H -3.28705 0.99674 -2.56054
H -2.65184 1.27524 -0.71292
H -2.47918 -1.50628 -2.46057
H -3.50857 -1.12353 -0.87799
H -0.62224 -3.83476 -0.25642
H -2.14888 -3.33267 0.77278
H -0.69445 -2.10841 2.60897
H 0.93432 -2.58183 1.62248
H -0.09492 -3.93218 2.44055
H 2.92691 2.41315 2.24348
H 3.52466 1.97981 0.46360
```

# 3
Entry from OMol25: a single C23H22N4O5S molecule (ωB97M-V with the def2-TZVPD basis set).

As for the lowest unoccupied orbital energy: 0.017 Ha. As for the SMILES: C=CCn1c(SCC(=O)NCc2ccc3c(c2)OCO3)nnc1[C@@H]1COc2ccccc2O1. The value obtained for the HOMO-LUMO gap is 8.35 eV. As for the relative energy (zero: lowest compared OMol25 entry of this formula, charge and spin): 55.0 kcal/mol.

Geometry as XYZ:
```
55
C23H22N4O5S ωB97M-V with the def2-TZVPD basis set
C 2.78230 0.78833 3.45690
C 1.63108 1.33113 3.11082
C 1.51852 2.45237 2.11580
N 1.03754 1.96488 0.84448
C 1.81128 1.55058 -0.20110
S 3.54380 1.60039 -0.15860
C 3.93813 0.94938 -1.81443
C 3.76891 -0.56926 -1.81851
O 4.68261 -1.31514 -1.53551
N 2.53422 -0.96242 -2.17566
C 2.07590 -2.31982 -1.95911
C 1.13668 -2.36621 -0.77926
C 1.58294 -1.92822 0.45895
C 0.75549 -1.91742 1.57813
C -0.52911 -2.37116 1.40808
C -0.98719 -2.80968 0.16598
C -0.17832 -2.80749 -0.94256
O -2.28779 -3.21683 0.28036
C -2.63988 -3.01782 1.63098
O -1.53476 -2.48698 2.33200
N 1.05981 1.15308 -1.19548
N -0.21896 1.27991 -0.81449
C -0.24236 1.75916 0.39417
C -1.48264 2.05656 1.17021
C -2.08379 0.75561 1.73402
O -2.39770 -0.13186 0.69732
C -3.01972 0.45973 -0.37539
C -3.62201 -0.35919 -1.32017
C -4.28906 0.19959 -2.39317
C -4.36510 1.57675 -2.52553
C -3.74654 2.39759 -1.60206
C -3.06146 1.84514 -0.52987
O -2.44399 2.69534 0.36314
H 2.83932 -0.02396 4.16083
H 3.71633 1.13916 3.05046
H 0.69435 0.96762 3.51176
H 2.50112 2.89994 1.94191
H 0.83070 3.22344 2.47604
H 3.29233 1.44975 -2.53252
H 4.98447 1.20690 -1.97302
H 1.80250 -0.25244 -2.21284
H 1.57426 -2.67793 -2.86152
H 2.96512 -2.92991 -1.77243
H 2.60468 -1.59398 0.56237
H 1.11189 -1.58051 2.53741
H -0.54588 -3.13952 -1.89907
H -3.48463 -2.31490 1.69128
H -2.93022 -3.98155 2.08157
H -1.26466 2.75372 1.98666
H -2.98886 1.01942 2.30183
H -1.38172 0.23393 2.38753
H -3.55211 -1.42755 -1.19010
H -4.75631 -0.44229 -3.12397
H -4.89630 2.01433 -3.35666
H -3.77463 3.47160 -1.69346
```

# 4
Entry from OMol25: a single C5H11NO molecule (ωB97M-V with the def2-TZVPD basis set).

As for the lowest unoccupied orbital energy: 0.027 Ha. The value obtained for the HOMO-LUMO gap is 7.19 eV. As for the relative energy (zero: lowest compared OMol25 entry of this formula, charge and spin): 114.9 kcal/mol.

Geometry as XYZ:
```
18
C5H11NO ωB97M-V with the def2-TZVPD basis set
C -1.50768 1.72582 -1.53433
O -1.45155 0.46157 -0.91233
C -0.14267 -0.03105 -0.79838
C 0.66758 0.54866 0.38362
N 0.42474 -0.68041 1.20781
C 1.52317 -1.15202 2.11755
C -0.14336 -1.36436 -0.05335
H -2.55986 2.01400 -1.58560
H -1.09633 1.69203 -2.55485
H -0.95733 2.48856 -0.96340
H 0.36280 -0.01307 -1.77527
H 1.73810 0.62912 0.18889
H 0.28741 1.46599 0.83682
H -0.28118 -0.50157 1.91309
H 2.44489 -1.18214 1.52184
H 1.22735 -2.19073 2.34543
H -1.12761 -1.82195 0.07189
H 0.59153 -2.08845 -0.40943
```

# 5
Entry from OMol25: a molecular structure, C32H74AsF5N9O5S2Si3TeTi (ωB97M-V with the def2-TZVPD basis set).

As for the lowest unoccupied orbital energy: -0.310 Ha. The value obtained for the HOMO-LUMO gap is 7.57 eV. Its net charge is +3. As for the relative energy (zero: lowest compared OMol25 entry of this formula, charge and spin): 87.2 kcal/mol.

Geometry as XYZ:
```
133
C32H74AsF5N9O5S2Si3TeTi ωB97M-V with the def2-TZVPD basis set
Ti 0.18568 0.21550 -0.09294
C -4.16312 2.12269 0.18996
C -4.13739 0.78718 0.92722
C -4.76479 0.94697 2.30676
C -4.88923 -0.27718 0.12733
N -2.71190 0.41680 1.18530
N -2.01302 -0.00335 0.00863
H -5.19471 2.45178 0.06701
H -3.73144 2.06168 -0.81336
H -3.61902 2.88040 0.75541
H -5.77317 1.34757 2.21358
H -4.17936 1.63467 2.91920
H -4.83821 -0.01306 2.82202
H -5.94120 -0.00231 0.05202
H -4.84187 -1.25341 0.61349
H -4.51104 -0.37253 -0.89363
H -2.67995 -0.36376 1.83421
H -2.27805 0.64861 -0.72810
H -2.29414 -0.93162 -0.33650
F 1.51266 0.60177 -4.91771
Te 0.61515 0.14017 -3.36659
F -0.49256 1.54906 -3.83728
F 1.74261 -1.29907 -3.29560
F 1.75930 1.29011 -2.47592
F 1.60926 -0.73165 -0.70542
O -0.46322 -0.15953 -1.90658
C 3.27877 -0.73617 3.27423
Si 2.44567 -2.17197 2.39448
C 3.33957 -2.66791 0.83938
C 2.37375 -3.66948 3.50131
As 0.15899 -1.48268 1.88228
Si -0.55056 -0.38761 3.94475
C -0.47568 1.45183 3.65016
C 0.61279 -0.81988 5.34085
C -2.30172 -0.93474 4.34112
Si -1.05472 -3.60828 2.10620
C -0.95665 -3.96430 3.94410
C -2.82282 -3.38041 1.53329
C -0.20669 -4.96831 1.15053
H 4.25096 -0.53427 2.81873
H 3.46530 -1.00102 4.31604
H 2.69982 0.18695 3.26357
H 4.39296 -2.80067 1.10789
H 3.27643 -1.95427 0.02249
H 2.98476 -3.63160 0.46817
H 3.41506 -3.96881 3.66266
H 1.87387 -4.51648 3.03365
H 1.93280 -3.50578 4.48222
H 0.56333 1.78858 3.64563
H -0.98485 1.95538 4.47776
H -0.98000 1.73978 2.72699
H 1.11985 -1.77696 5.24538
H 0.03062 -0.85458 6.26559
H 1.37378 -0.04818 5.46121
H -2.94534 -0.05908 4.43923
H -2.30745 -1.45395 5.30101
H -2.76055 -1.61137 3.61927
H -0.55964 -3.16196 4.56209
H -0.33232 -4.84256 4.11303
H -1.95775 -4.19563 4.31477
H -3.50909 -3.74820 2.29899
H -2.99546 -3.94705 0.61744
H -3.09300 -2.34707 1.32094
H -0.39506 -5.89668 1.69823
H 0.87380 -4.85865 1.06178
H -0.62131 -5.09554 0.15401
N 1.68328 1.20233 0.98787
C 2.75076 1.49811 0.59261
N 3.89984 1.84073 0.16756
C 5.07447 0.93067 0.23091
C 6.17051 1.57822 1.07437
C 6.15736 3.11007 0.92550
C 5.58278 3.52630 -0.42565
C 4.10350 3.15952 -0.50851
H 5.39207 0.77374 -0.80000
H 4.74156 -0.02771 0.62251
H 7.12613 1.16847 0.74558
H 6.05050 1.30155 2.12236
H 7.16390 3.50470 1.04693
H 5.55413 3.55662 1.72138
H 6.13691 3.05307 -1.23847
H 5.67143 4.60155 -0.57706
H 3.75057 3.07550 -1.53676
H 3.48988 3.88995 0.02021
C -0.41386 -1.09744 -8.51396
C -0.36180 -0.47302 -7.12190
S -0.30699 -1.70880 -5.85287
O -0.60963 -0.97692 -4.51512
O 0.89724 -2.46484 -5.86049
C -1.74778 -2.73364 -6.05506
C -1.70539 -4.01766 -5.22006
N -1.57166 -3.75904 -3.79842
C -2.51960 -3.17230 -3.01659
N -2.05887 -2.90345 -1.81214
C -0.76220 -3.32377 -1.80232
C -0.44298 -3.85835 -3.00558
N 0.80160 -4.49089 -3.35319
O 0.86387 -5.12082 -4.38965
O 1.69306 -4.36969 -2.54036
C -3.89836 -2.85679 -3.47829
H -0.18476 -0.31850 -9.23868
H -1.40107 -1.48756 -8.75351
H 0.33373 -1.88196 -8.62941
H -1.20703 0.17762 -6.89056
H 0.56499 0.07852 -6.95791
H -1.73851 -2.99301 -7.11602
H -2.61612 -2.10537 -5.85265
H -0.88549 -4.65436 -5.53355
H -2.63805 -4.55308 -5.39501
H -0.11061 -3.24048 -0.95284
H -4.26985 -3.57656 -4.20667
H -3.95122 -1.85714 -3.91695
H -4.56366 -2.87407 -2.61844
C 2.08739 5.62108 2.25157
C 0.76999 4.91803 2.53574
N 0.44414 3.90443 1.52190
C -0.28118 3.97398 0.42211
S -0.53915 2.56251 -0.58931
N -0.87174 5.05637 -0.06178
C -0.92020 6.45312 0.40768
C -2.12894 6.72981 1.28489
H 2.27227 6.38794 3.00294
H 2.08607 6.09945 1.27096
H 2.91913 4.91488 2.28668
H -0.05593 5.61487 2.63354
H 0.82521 4.37884 3.48125
H 0.82690 2.98753 1.69474
H -1.42029 4.87176 -0.88942
H -0.95936 7.06213 -0.49436
H 0.01479 6.69999 0.90046
H -3.05214 6.48030 0.76173
H -2.16488 7.78845 1.53887
H -2.10019 6.15660 2.21266
```

> What is the formula in the third record?

C23H22N4O5S

> The highest lowest unoccupied orbital energy belongs to which entry?

C7H14BO5